DFT (ωB97M-V with the def2-TZVPD basis set) results for a single C3H8N2O2 molecule.

The geometry in XYZ format:
```
15
Properties=species:S:1:pos:R:3:forces:R:3:mulliken_charge:R:1
C 0.851670 0.888046 2.009568 -0.19 -0.04 0.15 -0.497
O 0.483836 0.922648 0.646926 -0.28 -0.13 -0.67 -0.251
N -0.854344 0.434070 0.475804 -0.04 0.29 0.53 -0.362
C -0.879615 -0.868202 -0.164545 0.14 -0.08 -0.11 -0.368
C -0.483943 -0.921617 -1.644519 -0.04 0.08 0.35 0.466
N 0.570187 -0.143537 -1.962693 0.40 0.32 -0.17 -0.307
O -1.070273 -1.610543 -2.449220 -0.22 -0.27 -0.14 -0.630
H 0.177278 1.502975 2.609859 0.03 -0.03 -0.02 0.227
H 1.860457 1.294068 2.046930 0.02 -0.02 0.04 0.238
H 0.848083 -0.135147 2.394930 0.02 0.03 0.02 0.244
H -1.321129 1.126838 -0.106585 0.26 -0.04 0.08 0.243
H -1.898777 -1.249260 -0.069491 0.12 -0.03 -0.09 0.272
H -0.212432 -1.531917 0.393918 -0.11 0.00 -0.02 0.242
H 0.892455 -0.122192 -2.915631 -0.08 -0.05 0.02 0.195
H 1.036547 0.413769 -1.265249 -0.03 -0.04 0.03 0.285
```
Positions in Å, forces in eV/Å.

Properties
Net charge: 0
Highest occupied orbital energy (eV): -9.3
DFT total energy (eV): -10314.557
SMILES: CONCC(N)=O
Energy relative to the best compared isomer or geometry (same formula, charge and spin) (eV): 2.396
M (Da): 104.11


DFT (ωB97M-V with the def2-TZVPD basis set) results for a 2-piece molecular cluster, C3H8N2O2 overall at a distorted geometry.

The geometry in XYZ format:
```
15
Properties=species:S:1:pos:R:3:forces:R:3:mulliken_charge:R:1
H -2.201390 -2.520157 0.345231 -0.60 0.67 -0.07 0.225
N -1.690201 -1.856182 -0.227845 1.18 1.19 -0.31 -0.851
C -0.945442 -1.051747 0.481950 0.08 -2.75 0.92 0.245
O 0.472762 -1.502205 0.669966 -0.64 1.55 -0.40 -0.539
H -1.267945 -0.761364 1.506117 0.45 0.25 -0.36 0.363
H 0.880482 -1.564564 -0.206504 -0.34 -0.43 0.04 0.304
C -0.703309 0.865619 -0.279518 0.81 0.31 -0.10 -0.999
C 0.688994 1.093660 -0.109290 -1.04 -1.04 0.62 0.656
N 1.574601 1.100833 -1.108366 0.19 -0.23 0.29 -0.426
O 1.246962 1.074036 1.103888 0.02 0.98 -0.58 -0.467
H -1.333336 1.512469 0.323823 -0.14 -0.39 0.23 0.311
H -1.017941 0.804109 -1.314343 -0.09 -0.04 -0.02 0.318
H 2.497166 0.735731 -0.915050 0.00 0.24 -0.12 0.261
H 1.234074 1.092746 -2.055015 0.03 -0.08 0.09 0.231
H 0.564522 0.977016 1.784957 0.09 -0.23 -0.26 0.368
```
Positions in Å, forces in eV/Å.

Properties
Net charge: 0
Highest occupied orbital energy (eV): -7.3
DFT total energy (eV): -10312.440
SMILES: [H]/N=C/O.C=C(N)O
Energy relative to the best compared isomer or geometry (same formula, charge and spin) (eV): 4.512
M (Da): 104.11


DFT (ωB97M-V with the def2-TZVPD basis set) results for a single C3H8N2O2 molecule at a distorted geometry.

The geometry in XYZ format:
```
15
Properties=species:S:1:pos:R:3:forces:R:3:mulliken_charge:R:1
H 3.159179 0.744072 0.586604 0.09 -0.22 -0.61 0.236
N 2.148707 0.700713 0.537728 -0.65 -0.36 0.12 -0.560
C 1.692910 -0.401700 0.118493 0.86 -1.94 3.09 0.097
O 0.409066 -0.944063 0.415963 1.21 1.17 -0.70 -0.414
C -0.576367 0.063833 0.114091 0.74 0.46 -1.52 1.006
C -1.867519 -0.638867 -0.269958 0.34 0.00 0.02 -1.337
N 0.017588 0.821826 -0.974157 -2.48 0.24 0.40 -0.732
O -0.746936 0.925916 1.182725 -0.15 0.24 0.48 -0.521
H 2.320381 -1.279406 -0.092258 -0.05 0.33 -0.54 0.392
H -2.640124 0.106011 -0.443603 0.02 0.00 0.07 0.337
H -2.160849 -1.313524 0.531192 -0.09 -0.03 0.06 0.322
H -1.721018 -1.222819 -1.174981 0.01 -0.07 -0.08 0.337
H 0.501528 1.665303 -0.684188 -0.09 -0.62 -0.71 0.269
H 0.071728 0.330395 -1.856808 0.22 0.75 0.23 0.229
H -0.608274 0.442309 2.009157 0.02 0.05 -0.31 0.341
```
Positions in Å, forces in eV/Å.

Properties
Net charge: 0
Highest occupied orbital energy (eV): -9.0
DFT total energy (eV): -10314.588
SMILES: [H]/N=C/O[C@](C)(N)O
Energy relative to the best compared isomer or geometry (same formula, charge and spin) (eV): 2.365
M (Da): 104.11


DFT (ωB97M-V with the def2-TZVPD basis set) results for a 3-piece molecular cluster, C3H8N2O2 overall at a distorted geometry.

The geometry in XYZ format:
```
15
Properties=species:S:1:pos:R:3:forces:R:3:mulliken_charge:R:1
C 1.474243 0.350791 0.582147 0.19 -0.68 0.48 -0.148
C 0.426879 0.239351 1.454538 -0.01 0.35 -0.51 -0.454
N -0.039728 -1.032874 1.308530 0.68 0.15 -0.47 0.040
C 0.741113 -1.652350 0.391424 0.30 -0.24 0.35 -0.078
N 1.678645 -0.862111 -0.073110 -0.15 0.40 0.43 -0.684
H 2.196686 1.145961 0.532056 -0.15 0.18 -0.35 0.398
H -0.084201 0.952013 2.068160 0.04 0.17 0.18 0.407
H -0.844210 -1.415862 1.731367 -0.72 -0.33 0.45 0.164
H 0.687189 -2.722019 0.266213 -0.17 0.05 -0.48 0.383
O -0.267583 0.117495 -2.148607 -1.24 -0.23 -0.08 -0.714
H 0.498114 -0.191479 -1.677440 0.85 -0.22 0.33 0.344
H -0.036051 0.928945 -2.581881 0.37 0.52 -0.31 0.323
O -2.165224 1.610679 -0.283656 -0.49 -0.19 -0.39 -0.676
H -2.873087 1.357941 -0.903778 0.37 0.21 0.44 0.313
H -1.392785 1.173520 -0.665963 0.14 -0.14 -0.07 0.381
```
Positions in Å, forces in eV/Å.

Properties
Net charge: 0
Highest occupied orbital energy (eV): -9.2
DFT total energy (eV): -10316.005
SMILES: c1c[nH]cn1.O.O
Energy relative to the best compared isomer or geometry (same formula, charge and spin) (eV): 0.947
M (Da): 104.11


DFT (ωB97M-V with the def2-TZVPD basis set) results for an isolated ion of composition C3H8N2O2P and charge +1 at a distorted geometry.

The geometry in XYZ format:
```
16
Properties=species:S:1:pos:R:3:forces:R:3:mulliken_charge:R:1
C -0.758723 -0.737836 -2.212133 0.00 -0.02 0.09 -0.828
C -0.556798 0.246040 -1.354120 0.06 0.17 -0.14 -0.298
C -0.901700 0.262210 0.081363 -1.41 -3.19 2.06 0.919
N -1.212895 1.450965 0.612783 -0.10 0.62 0.20 -0.431
N 0.382408 -0.467017 0.887414 -0.40 -0.04 -0.05 -0.388
O -1.896240 -0.833541 0.662459 1.46 2.20 -2.11 -0.379
P -3.347121 -1.114458 -0.171838 1.06 1.11 -0.09 0.493
O -3.927267 -2.213970 0.544371 -0.77 -1.12 0.61 -0.411
H -0.455459 -0.626702 -3.239362 0.04 0.02 -0.15 0.297
H -1.230587 -1.672128 -1.948827 -0.03 -0.12 0.09 0.262
H -0.082235 1.165678 -1.670457 0.04 0.10 -0.16 0.269
H -1.615895 1.506712 1.533979 0.00 -0.03 -0.01 0.234
H -0.907979 2.307114 0.184194 -0.05 0.05 -0.11 0.204
H 1.176885 0.154411 1.055192 -0.12 -0.04 -0.12 0.335
H 0.679098 -1.288898 0.354564 0.03 0.16 0.12 0.366
H -0.011031 -0.798050 1.777785 0.19 0.13 -0.21 0.357
```
Positions in Å, forces in eV/Å.

Properties
Net charge: +1
Highest occupied orbital energy (eV): -14.2
DFT total energy (eV): -19597.792
SMILES: C=C[C@](N)([NH3+])OP=O
Energy relative to the best compared isomer or geometry (same formula, charge and spin) (eV): 1.440
M (Da): 135.08


DFT (ωB97M-V with the def2-TZVPD basis set) results for a 2-piece molecular cluster, C3H8N2O2S overall at a distorted geometry.

The geometry in XYZ format:
```
16
Properties=species:S:1:pos:R:3:forces:R:3:mulliken_charge:R:1
N 1.195326 0.617958 0.536481 0.60 2.20 -1.08 -0.700
C 0.302926 -0.493302 0.294119 -0.75 0.92 0.83 -0.805
C -0.928288 -0.151915 -0.601081 0.16 0.38 0.32 0.359
N -0.343031 -0.096397 -1.878650 -0.83 0.17 -3.38 -0.476
S -1.487199 1.582356 0.023579 0.64 -0.50 0.28 -0.361
H 0.734630 1.498574 0.874827 0.12 -1.60 0.36 0.242
H 1.437037 0.983493 -0.370339 0.81 0.02 -0.58 0.301
H 0.874684 -1.316261 -0.123577 -0.10 -0.12 -0.10 0.396
H 0.109026 -0.670966 1.309476 -1.41 -1.41 1.21 0.365
H -1.873535 -0.739189 -0.538354 1.05 0.01 0.19 0.207
H -0.891332 -0.166587 -2.763674 0.10 0.34 1.61 0.198
H 0.530128 -0.542082 -2.100784 0.18 -0.18 0.82 0.175
H -2.633811 1.729374 -0.604872 -0.57 -0.26 -0.48 0.090
O -4.319798 -0.950406 -0.393644 -0.09 -0.45 -0.93 -0.390
C -4.776422 -0.371050 0.492845 0.93 -0.17 0.14 0.737
O -5.119555 0.200030 1.425381 -0.85 0.63 0.81 -0.338
```
Positions in Å, forces in eV/Å.

Properties
Net charge: 0
Highest occupied orbital energy (eV): -9.0
DFT total energy (eV): -21150.846
SMILES: NC[C@H](N)S.O=C=O
Energy relative to the best compared isomer or geometry (same formula, charge and spin) (eV): 0.000
M (Da): 136.18


DFT (ωB97M-V with the def2-TZVPD basis set) results for a 3-piece molecular cluster, C3H8N2O3S overall at a distorted geometry.

The geometry in XYZ format:
```
17
Properties=species:S:1:pos:R:3:forces:R:3:mulliken_charge:R:1
C -0.666165 0.816011 -0.117459 0.57 1.12 0.37 0.583
C 1.664433 -1.899780 -1.344389 -0.91 -0.17 -2.80 -0.649
C -0.102625 1.094791 2.294651 2.63 3.99 -0.89 -0.761
N 1.687953 -1.313180 -0.008641 1.00 1.11 0.95 -0.470
N -0.331752 1.333595 0.876412 0.24 0.22 3.61 -0.189
O -3.752758 0.273857 -0.838347 0.24 -1.10 -0.08 -0.412
O -0.904424 0.672606 -1.234453 -0.38 -1.56 -2.87 -0.506
O -3.540276 2.599989 -1.185743 0.81 0.03 -0.69 -0.426
S -3.187699 1.286285 -1.672238 -1.86 1.19 0.44 0.764
H 1.468921 -2.973711 -1.274464 -0.34 0.10 0.39 0.293
H 0.812738 -1.497513 -2.079763 1.62 -0.52 2.13 0.181
H 2.558100 -1.938650 -2.046861 -0.33 0.88 1.22 0.259
H -0.688285 1.725881 2.953712 -0.58 -0.01 -0.35 0.320
H 0.964553 1.483293 2.489126 -1.41 -0.82 -0.20 0.270
H -0.153421 0.119250 2.555187 -0.31 -3.09 0.66 0.361
H 1.615043 -0.281336 0.094697 -0.04 -1.04 -0.94 0.174
H 2.555664 -1.501389 0.538573 -0.94 -0.33 -0.93 0.208
```
Positions in Å, forces in eV/Å.

Properties
Net charge: 0
Highest occupied orbital energy (eV): -9.5
DFT total energy (eV): -23196.662
Energy relative to the best compared isomer or geometry (same formula, charge and spin) (eV): 2.440
M (Da): 152.18


DFT (ωB97M-V with the def2-TZVPD basis set) results for a 2-piece molecular cluster, C3H8N2O3S overall at a distorted geometry.

The geometry in XYZ format:
```
17
Properties=species:S:1:pos:R:3:forces:R:3:mulliken_charge:R:1
C -0.970792 1.062595 -0.180854 -0.14 0.42 -0.83 0.367
C 2.068838 -0.362541 -0.705498 -0.97 1.15 -2.18 -0.864
C 0.233217 -1.555426 0.006019 -1.87 0.90 -1.92 -0.969
N 0.976352 -0.350597 0.221427 -0.79 3.40 3.25 -0.271
N -1.402893 1.135937 -1.281235 1.33 -0.20 1.05 -0.262
O -2.894643 0.599812 0.853084 0.25 1.18 0.75 -0.562
O -1.270951 0.948167 2.590496 1.82 -1.11 0.92 -0.560
O -1.960698 2.880790 1.412286 -0.07 0.04 -1.05 -0.558
S -1.845277 1.457179 1.412188 -2.74 -0.52 0.39 1.141
H 2.586415 0.626280 -0.792123 0.22 -1.31 0.60 0.313
H 2.522462 -1.297529 -0.484615 2.08 -0.39 -0.13 0.363
H 1.651653 -0.553102 -1.780505 0.46 0.55 1.70 0.238
H -0.805625 -1.546982 0.358307 0.34 0.19 0.24 0.297
H 0.180040 -1.644685 -1.145130 -0.15 -0.17 1.79 0.307
H 0.725655 -2.384676 0.376355 1.02 -2.06 0.75 0.416
H -1.027045 0.952116 -2.171218 0.26 -0.12 -1.26 0.284
H 1.233291 0.032663 1.311016 -1.04 -1.96 -4.09 0.320
```
Positions in Å, forces in eV/Å.

Properties
Net charge: 0
Highest occupied orbital energy (spin up / spin down) (eV): -9.7 / -9.7
DFT total energy (eV): -23193.901
Energy relative to the best compared isomer or geometry (same formula, charge and spin) (eV): 5.201
M (Da): 152.18